w.
Computed, not measured: a cluster of 2 separate species, C7H11N2 in total, with ωB97M-V/def2-TZVPD.

The geometry in ORCA input format:
```
! wB97M-V def2-TZVPD RIJCOSX def2/J DEFGRID3
* xyz 1 1
N 0.6025 -0.2914 -1.8177
N -1.7098 1.1263 0.3664
C -0.2762 -0.8345 1.5547
C 1.2932 0.7795 0.6403
C -0.9101 -1.4623 2.3663
C 1.6623 1.2121 1.8529
C -0.0407 -0.7238 -0.8431
C 0.2861 -0.2130 0.4535
C 0.4068 -0.8290 -3.1729
H -0.4392 -1.5995 -3.0011
H -1.4041 1.0027 1.3756
H 1.9552 1.0794 -0.1798
H -2.3597 0.3690 0.1698
H 1.3502 -1.0980 -3.4685
H 1.3776 0.8788 2.8182
H -1.4703 -1.7175 3.2585
H -2.1745 1.9641 0.3264
H -0.0330 -0.0236 -3.6855
H -0.5948 -1.5721 -0.8625
H 2.4786 1.9529 1.8486
*
```

Mulliken atomic charge list, values in e, 6 entries: atom 1 (N): -0.246, atom 2 (N): -0.585, atom 3 (C): -0.873, atom 4 (C): -0.262, atom 5 (C): 0.158, atom 6 (C): -0.692

x.
Computed, not measured: the ion C7H11N2 with charge +1, with ωB97M-V/def2-TZVPD.

The geometry in ORCA input format:
```
! wB97M-V def2-TZVPD RIJCOSX def2/J DEFGRID3
* xyz 1 1
N 0.2266 -1.3573 -0.0208
N -1.7855 -0.9787 2.1461
C -0.4233 0.3643 -1.7387
C 0.8839 1.0071 0.1704
C -0.0703 -0.0420 0.6196
C -0.9361 -0.4773 -0.5792
C -2.6818 -1.5454 1.6895
C -0.6013 -0.1889 2.0448
C 0.9829 0.7242 -1.3362
H 1.8704 0.9624 0.6873
H 1.7457 0.0264 -1.5359
H 0.0277 -2.3009 0.3388
H -0.4605 -0.2055 -2.6617
H 0.5307 2.0647 0.4926
H -3.5979 -2.0303 1.4062
H 1.1182 -1.1256 -0.5327
H 0.2975 -0.5525 2.7946
H -1.1344 0.7391 2.4932
H 1.3118 1.6576 -1.8320
H -1.0117 1.1657 -1.8812
*
```

Mulliken atomic charge list, values in e, 6 entries: atom 1 (N): -0.137, atom 2 (N): -0.042, atom 3 (C): -0.489, atom 4 (C): -0.559, atom 5 (C): 0.745, atom 6 (C): -0.769

Verdict on stability: x comes out at the bottom.

w.
Computed, not measured: a cluster of 4 separate species, CH9O3S in total, with ωB97M-V/def2-TZVPD.

The geometry in ORCA input format:
```
! wB97M-V def2-TZVPD RIJCOSX def2/J DEFGRID3
* xyz -1 1
S 1.0670 0.2621 1.5370
O -0.7237 2.8853 0.0488
O -1.6283 -1.9307 2.7291
O -0.2218 1.1033 -4.1623
C 1.2216 -1.4486 0.7693
H 1.9320 -1.9624 1.4195
H -0.9399 -1.2528 2.7390
H -0.2438 2.1337 -0.3233
H 0.2941 -2.0138 0.8824
H 0.3706 1.8351 -4.0549
H -1.2733 -2.5850 2.1307
H -0.2417 3.0341 0.8696
H -1.1135 1.4118 -4.3049
H 1.5007 -1.4721 -0.2799
*
```

Mulliken atomic charge list, values in e, 6 entries: atom 1 (S): -0.715, atom 2 (O): -0.663, atom 3 (O): -0.643, atom 4 (O): -0.632, atom 5 (C): -0.727, atom 6 (H): 0.212

x.
Computed, not measured: a cluster of 4 separate species, CH9O3S in total, with ωB97M-V/def2-TZVPD.

The geometry in ORCA input format:
```
! wB97M-V def2-TZVPD RIJCOSX def2/J DEFGRID3
* xyz -1 1
S 1.3237 1.3794 0.0082
O -0.5666 -2.7996 1.3981
O 0.4226 -1.5282 -0.9900
O -0.6472 -0.1680 1.9682
C 0.4169 2.0827 -1.4397
H -0.3730 2.7303 -1.0485
H -0.3932 -1.4583 -1.5018
H -0.1009 0.4095 1.3509
H -0.5824 -1.9080 1.7862
H 0.5881 -0.5952 -0.7093
H 1.0936 2.7201 -2.0050
H -0.2320 -2.5739 0.5132
H -0.0552 1.2971 -2.0261
H -0.8945 0.4121 2.6955
*
```

Mulliken atomic charge list, values in e, 6 entries: atom 1 (S): -0.665, atom 2 (O): -0.728, atom 3 (O): -0.678, atom 4 (O): -0.669, atom 5 (C): -0.590, atom 6 (H): 0.175

y.
Computed, not measured: a cluster of 4 separate species, CH9O3S in total, with ωB97M-V/def2-TZVPD.

The geometry in ORCA input format:
```
! wB97M-V def2-TZVPD RIJCOSX def2/J DEFGRID3
* xyz -1 1
S 1.4728 -0.3623 0.4968
O -5.0124 2.2089 -1.2597
O 0.0199 -2.7656 -1.1058
O -0.1449 2.3955 1.4426
C 2.9138 -1.3148 -0.0344
H -0.5247 -3.0343 -0.3566
H 3.6186 -0.6686 -0.5360
H 3.4312 -1.9037 0.7794
H 2.6764 -2.1339 -0.7218
H 0.4729 -1.9982 -0.6673
H 0.7893 2.4993 1.6690
H -4.4716 2.0560 -0.4693
H 0.0180 1.6752 0.8039
H -5.8794 2.1950 -0.8295
*
```

Mulliken atomic charge list, values in e, 6 entries: atom 1 (S): -0.696, atom 2 (O): -0.641, atom 3 (O): -0.644, atom 4 (O): -0.656, atom 5 (C): -0.777, atom 6 (H): 0.306

Verdict on stability: w comes out at the bottom.

w.
Computed, not measured: a cluster of 2 separate species, C6H12N3S in total, with ωB97M-V/def2-TZVPD.

The geometry in ORCA input format:
```
! wB97M-V def2-TZVPD RIJCOSX def2/J DEFGRID3
* xyz 1 1
S 0.9908 0.7251 1.2983
N -0.1417 0.5591 -1.3070
N -1.0887 1.4458 -1.0961
N -2.7876 2.7274 -3.0001
C 2.3376 -0.3521 1.6751
C -0.1423 -2.9030 2.5041
C 0.8312 0.2136 -0.6917
C 0.3993 -1.5461 2.2691
C -0.1517 -0.3641 1.9144
C 1.8596 -1.4706 2.0964
H 0.7224 -3.6364 2.5657
H -3.6691 2.1690 -3.2572
H 1.5084 -0.6914 -0.8944
H -3.1702 3.5852 -2.6941
H -2.3808 2.8709 -3.8692
H -0.8091 -3.2419 1.7043
H 2.4774 -2.3533 2.1940
H -0.7054 -2.9546 3.4979
H -1.0741 1.8417 -0.2420
H 3.3205 -0.2422 1.4245
H -1.0867 0.1376 1.9617
H -1.8641 1.6452 -1.7503
*
```

Mulliken atomic charge list, values in e, 6 entries: atom 1 (S): -0.092, atom 2 (N): -0.069, atom 3 (N): -0.159, atom 4 (N): -0.845, atom 5 (C): -0.633, atom 6 (C): -1.111

x.
Computed, not measured: a cluster of 2 separate species, C6H12N3S in total, with ωB97M-V/def2-TZVPD.

The geometry in ORCA input format:
```
! wB97M-V def2-TZVPD RIJCOSX def2/J DEFGRID3
* xyz 1 1
S 1.9823 -1.3524 0.0874
N 0.3654 -0.5939 0.0225
N 2.6453 1.1333 -0.0741
N -2.0213 0.9642 -0.0386
C 3.7405 1.4740 -0.0502
C -0.0732 0.0774 1.2661
C -1.5676 0.2378 1.1409
C 0.2902 -2.0174 0.0968
C -0.1083 0.0652 -1.2023
C -1.6904 0.2567 -1.2355
H 0.0240 -2.4365 -0.7834
H -1.7050 0.6861 -2.2247
H 0.6735 1.0197 1.2639
H 0.4020 1.0951 -1.0272
H 0.2089 -0.4311 2.2309
H 4.8002 1.6757 -0.1110
H -2.0997 -0.6772 1.0973
H -2.1720 0.7316 2.0472
H -2.1676 -0.6422 -1.2295
H 0.0455 -2.6194 0.8942
H 0.1910 -0.5643 -1.9665
H -1.7636 1.9176 -0.2041
*
```

Mulliken atomic charge list, values in e, 6 entries: atom 1 (S): 0.031, atom 2 (N): 0.528, atom 3 (N): -0.330, atom 4 (N): -0.291, atom 5 (C): -0.081, atom 6 (C): -0.386

Verdict on stability: x comes out at the bottom.

w.
Computed, not measured: a cluster of 3 separate species, C3H14N2O2S in total, with ωB97M-V/def2-TZVPD.

The geometry in ORCA input format:
```
! wB97M-V def2-TZVPD RIJCOSX def2/J DEFGRID3
* xyz 0 1
S -0.3424 -1.8464 -2.3849
O -3.1094 -2.7959 -0.2521
O 0.6303 0.0625 3.9485
N -0.0392 1.6906 1.3417
N 1.0504 1.2337 -2.1433
C 0.3593 0.5975 -0.9501
C 0.5428 -0.9263 -1.0094
C 0.9663 1.3603 0.2237
H -0.4024 0.9701 1.9072
H -3.3197 -2.1583 -1.1405
H 0.1783 -0.7889 4.0302
H -0.8448 2.2436 1.2152
H 1.6311 -1.0687 -0.8953
H 0.6475 0.9627 -3.0450
H -0.8889 -0.8902 -3.1061
H -3.2987 -2.0396 0.3402
H 1.6455 2.2274 -0.1837
H 0.2065 -1.2863 -0.0341
H 1.6265 0.5895 0.7481
H -0.7023 0.7754 -0.9180
H 1.4712 -0.0315 4.4249
H 1.9920 1.1190 -2.1173
*
```

Output
Structure (SMILES): NC[C@@H](N)CS.O.O

Mulliken atomic charge list, values in e, 6 entries: atom 1 (S): -0.233, atom 2 (O): -0.632, atom 3 (O): -0.618, atom 4 (N): -0.520, atom 5 (N): -0.646, atom 6 (C): 0.230

x.
Computed, not measured: a cluster of 3 separate species, C3H14N2O2S in total, with ωB97M-V/def2-TZVPD.

The geometry in ORCA input format:
```
! wB97M-V def2-TZVPD RIJCOSX def2/J DEFGRID3
* xyz 0 1
S 2.0321 -1.7347 -0.6958
O 0.0213 -0.1363 3.2357
O 0.6435 2.5838 0.9714
N -1.1994 1.1703 -2.1252
N -1.7528 -0.0989 -0.0796
C -2.2106 0.6044 -1.2685
C 0.7656 -0.3529 -0.0411
C -0.5934 -0.9470 -0.1809
H -0.1774 -1.0303 3.4041
H 0.9587 0.6676 -0.5502
H 0.6091 3.2955 1.5728
H 1.2299 1.9834 1.3395
H -0.7718 0.2190 3.0859
H -0.8140 -1.6030 -1.1432
H -0.7462 -1.5137 0.7928
H -0.6838 1.8298 -1.6114
H -2.8593 -0.1461 -1.8205
H 1.0598 -0.1217 0.9917
H 2.6078 -0.7659 -1.6035
H -3.0840 1.3676 -0.9024
H -0.7108 0.3052 -2.4681
H -1.5543 0.3605 0.7661
*
```

Output
Structure (SMILES): NCNCCS.O.O

Mulliken atomic charge list, values in e, 6 entries: atom 1 (S): -0.261, atom 2 (O): -0.568, atom 3 (O): -0.578, atom 4 (N): -0.603, atom 5 (N): -0.162, atom 6 (C): -0.624

Verdict on stability: x comes out at the bottom.

w.
Computed, not measured: an isolated molecule of C4H3BrO, with ωB97M-V/def2-TZVPD.

The geometry in ORCA input format:
```
! wB97M-V def2-TZVPD RIJCOSX def2/J DEFGRID3
* xyz 0 1
Br 3.3110 -0.8364 1.7489
O 3.5555 1.4288 -0.9183
C -0.2722 0.3286 -0.1634
C 0.7372 -0.4355 0.3258
C 2.8010 0.7854 -0.2877
C 2.1728 -0.0986 0.4030
H -1.3424 -0.1455 -0.2520
H 0.5567 -1.4396 0.7267
H -0.2752 1.3525 -0.4384
*
```

Output
Structure (SMILES): C=CC(Br)=C=O

Mulliken atomic charge list, values in e, 6 entries: atom 1 (Br): -0.136, atom 2 (O): -0.363, atom 3 (C): -0.737, atom 4 (C): -0.103, atom 5 (C): 0.680, atom 6 (C): -0.106

x.
Computed, not measured: a structure of composition C4H3BrO, with ωB97M-V/def2-TZVPD.

The geometry in ORCA input format:
```
! wB97M-V def2-TZVPD RIJCOSX def2/J DEFGRID3
* xyz 0 1
Br -2.2491 0.6526 2.8831
O -1.5914 0.1487 0.2496
C 0.7515 -0.6015 -0.1468
C -1.7269 1.3477 1.1890
C 1.2937 -0.1259 -1.2498
C -0.3347 0.2584 0.4714
H 1.9587 -0.8194 -1.7040
H 0.7570 -1.7032 0.0928
H 1.1411 0.8427 -1.7854
*
```

Mulliken atomic charge list, values in e, 6 entries: atom 1 (Br): -0.114, atom 2 (O): -0.099, atom 3 (C): -0.070, atom 4 (C): -0.010, atom 5 (C): -0.578, atom 6 (C): 0.071

Verdict on stability: x comes out at the bottom.

w.
Computed, not measured: a structure of composition C36H38BaCl2N7O4P2, with ωB97M-V/def2-TZVPD.

The geometry in ORCA input format:
```
! wB97M-V def2-TZVPD RIJCOSX def2/J DEFGRID3
* xyz -1 1
Ba 0.4825 0.5608 0.0952
Cl 1.2250 6.5895 4.2982
Cl 3.1648 4.5013 5.7494
P -1.5438 -2.5455 0.5077
P -0.3447 -2.3773 -2.7174
O -2.1862 3.9775 1.7783
O 0.9517 1.1027 -2.3124
O 2.3578 -0.1467 4.3177
O 2.6002 0.3258 -1.3238
N -2.7751 -4.7986 -0.3976
N -0.2610 2.8260 1.1572
N 1.8002 -1.6368 1.1646
N -2.6304 1.8035 -0.6429
N 1.9577 0.3542 -2.3916
N -1.6001 -4.7992 -2.9263
N 1.5769 0.9505 2.4020
C -3.8933 -3.0703 2.0840
C -0.8682 -3.6978 1.7556
C -3.8681 -6.8778 -0.8974
C 2.4598 -1.3272 2.2772
C -3.0193 -5.8121 -1.2759
C -3.4541 -7.9308 -3.0327
C -2.1378 3.0082 -0.3600
C 2.1557 -2.6978 0.4401
C 0.5082 4.5057 2.7433
C -0.4732 -0.6138 -4.7766
C -1.4886 -2.8195 -5.3424
C 1.4171 2.2667 2.9188
C -3.1718 -2.0197 1.2436
C 3.2108 -3.5129 0.8022
C -2.2676 4.1058 -1.2143
C -2.8407 -0.8102 2.1309
C -2.9594 3.9525 -2.3945
C -3.3371 1.6897 -1.7741
C -2.6210 -1.2917 -3.7215
C 1.0191 -3.3681 -3.4247
C -1.2739 -1.8013 -4.2267
C 1.3130 4.9248 3.7929
C -2.4073 -5.8257 -2.5331
C -3.5300 2.7153 -2.6752
C -4.0608 -1.5464 0.0954
C 0.5201 3.1973 2.2838
C 2.1501 4.0258 4.4159
C -4.0810 -7.9119 -1.7620
C -2.0096 -3.8148 -0.7797
C 3.5172 -2.1150 2.7280
C -1.4244 -3.7940 -2.1132
C 2.1938 2.7089 3.9834
C 3.8982 -3.2077 1.9729
C 2.0821 -0.0516 3.1162
C -1.4974 3.2890 1.0179
C -2.6314 -6.9108 -3.4130
H 2.8385 2.0075 4.4882
H -4.0845 -3.9873 1.5283
H 3.4834 -4.3602 0.1875
H 1.6389 -2.6937 -4.0188
H -2.0617 -3.6835 -5.0149
H 0.0703 -4.1193 1.3957
H -2.1351 -6.8858 -4.3743
H 0.6873 -4.2026 -4.0417
H -4.9665 -1.0880 0.5016
H -0.6374 -3.1290 2.6585
H -0.1653 5.2184 2.2927
H -3.7818 0.7198 -1.9578
H -3.0715 4.7814 -3.0826
H -2.0282 -2.3352 -6.1620
H -3.3194 -3.3249 2.9765
H -2.1238 -1.0533 2.9190
H -1.8296 5.0497 -0.9229
H -1.5552 -4.5089 1.9979
H -3.6375 -8.7656 -3.6962
H 4.7303 -3.8243 2.2901
H -4.3245 -6.8378 0.0828
H 1.6483 -3.7520 -2.6215
H -2.4795 -0.5592 -2.9282
H 3.9992 -1.8406 3.6547
H -3.7568 -0.4618 2.6157
H -3.1664 -0.8031 -4.5337
H -1.0334 -0.1685 -5.6040
H -4.8495 -2.6609 2.4222
H -0.2894 0.1520 -4.0222
H 1.5636 -2.8914 -0.4495
H 0.4957 -0.9287 -5.1695
H -2.4547 0.0312 1.5519
H -3.5516 -0.7830 -0.4946
H -4.7293 -8.7322 -1.4832
H -4.1084 2.5478 -3.5735
H -3.2475 -2.1011 -3.3362
H -0.5408 -3.1785 -5.7473
H -4.3613 -2.3664 -0.5601
*
```

Mulliken atomic charge list, values in e, 6 entries: atom 1 (Ba): 1.288, atom 2 (Cl): -0.258, atom 3 (Cl): -0.254, atom 4 (P): 1.076, atom 5 (P): 1.183, atom 6 (O): -0.688

x.
Computed, not measured: a structure of composition C36H38BaCl2N7O4P2, with ωB97M-V/def2-TZVPD.

The geometry in ORCA input format:
```
! wB97M-V def2-TZVPD RIJCOSX def2/J DEFGRID3
* xyz -1 1
Ba 1.8967 -0.7368 -0.9062
Cl 9.1236 -0.5839 -2.8449
Cl 8.8393 -3.5759 -1.7466
P -0.6389 0.6032 2.3025
P -1.7758 1.9268 -0.9124
O 4.9249 1.9314 -2.8132
O 4.5461 -4.4057 0.5006
O 1.2453 2.8947 -5.2804
O 1.7058 0.7032 -2.8149
N 3.9233 -2.4429 -0.6265
N 1.1458 2.8556 -4.0889
N -2.4717 -1.1960 1.6804
N 4.1487 0.0655 -1.6387
N -2.8652 -0.5528 -0.9851
N 1.6210 -2.9327 1.2037
N 2.1620 2.0288 -0.9845
C -3.3476 3.9824 -1.7682
C -1.0155 -1.2245 4.4266
C 0.4105 -5.2892 0.3449
C -3.7057 3.2226 0.5853
C 4.0487 1.2301 -2.2969
C 2.0320 3.2309 -0.6131
C -0.7075 2.4362 2.2937
C -1.9695 -0.0865 1.1907
C 5.1891 -2.0426 -1.0934
C -0.4012 1.0804 4.9981
C 2.2877 4.4106 -1.4539
C 6.5328 -0.3096 -2.1422
C -3.1987 -2.0123 0.8788
C -3.3392 -1.7225 -0.4855
C 5.3031 -0.7176 -1.6229
C -1.2668 0.2363 4.0414
C -2.7337 0.6092 4.2392
C -4.5550 -3.7692 -0.8084
C 3.7532 -3.5433 0.0972
C -0.2835 -4.3887 1.1519
C 2.5425 1.7018 -2.4050
C -4.6439 1.9008 -1.3011
C -3.4636 2.7592 -0.8530
C 2.2896 -3.8131 0.4499
C 7.5011 -2.4567 -1.7020
C -2.2422 0.2790 -0.1911
C -1.5945 1.4838 -2.6699
C 0.3668 -3.2356 1.5526
C 6.2943 -2.8857 -1.1676
C -4.0145 -2.6313 -1.3331
C 7.6212 -1.1689 -2.1791
C 2.4706 2.8966 -3.3777
C -3.7825 -3.1880 1.4071
C 2.5059 4.2564 -2.7520
C 1.7169 -5.0025 0.0008
C -4.4467 -4.0438 0.5768
H 6.6252 0.6887 -2.5366
H -0.5370 2.7987 1.2855
H -5.5338 2.5347 -1.3758
H -2.4513 4.5672 -1.5463
H -2.9462 3.9359 0.9080
H -2.8982 1.6641 4.0057
H -1.6441 2.8449 2.6706
H 2.6541 5.1091 -3.4054
H -3.7073 2.3764 1.2796
H -0.6215 2.1437 4.9384
H 0.6649 0.9294 4.8097
H -2.4506 0.9481 -3.0774
H 0.0454 -1.4668 4.3374
H 2.3143 -5.6751 -0.5988
H -4.8911 -4.9471 0.9748
H -1.3051 -4.5733 1.4557
H 6.2135 -3.8890 -0.7816
H -0.1395 -2.5081 2.1744
H -4.6831 3.7096 0.6571
H -4.0924 -2.3868 -2.3845
H 1.7197 3.4153 0.4169
H -3.6769 -3.3838 2.4669
H -1.4034 2.3989 -3.2296
H -1.5908 -1.9132 3.8110
H -3.0199 0.4564 5.2850
H -5.0764 -4.4681 -1.4493
H 0.1131 2.7794 2.9217
H -0.0661 -6.1980 -0.0021
H -4.4757 1.4374 -2.2739
H -4.2188 4.6294 -1.6275
H -4.8613 1.1062 -0.5857
H 2.2751 5.3873 -0.9865
H 3.2702 2.7944 -4.1104
H -1.3039 -1.3653 5.4722
H -3.3909 0.0014 3.6219
H -0.6066 0.7603 6.0229
H -3.3105 3.6923 -2.8187
H -0.6786 0.8985 -2.7890
*
```

Mulliken atomic charge list, values in e, 6 entries: atom 1 (Ba): 1.688, atom 2 (Cl): -0.255, atom 3 (Cl): -0.259, atom 4 (P): 0.303, atom 5 (P): 0.608, atom 6 (O): -0.821

Verdict on stability: x comes out at the bottom.